Record 1
C5H12IO2P | wB97M-V/def2-TZVPD

Element x y z (Å)
C1 2.206 -0.079 1.194
C2 1.498 -1.613 -0.720
C3 0.067 0.387 0.149
C4 -0.891 0.505 -1.011
C5 1.474 -0.169 -0.114
O1 -4.501 2.274 0.152
O2 -1.989 1.472 -0.733
P1 -3.158 1.257 0.348
I1 -3.922 -1.006 0.132
H1 1.720 -0.608 2.024
H2 2.647 0.905 1.353
H3 3.140 -0.630 1.126
H4 1.597 -2.494 -0.032
H5 2.163 -1.725 -1.599
H6 0.420 -1.720 -1.170
H7 0.181 1.383 0.483
H8 -0.430 -0.396 0.857
H9 -0.361 0.963 -1.920
H10 -1.397 -0.348 -1.303
H11 2.154 0.542 -0.813
H12 -2.620 1.102 1.598

Atoms 1-3, force components in eV/Å:
1.7 -0.9 0.3
-2.8 0.0 -1.1
-0.9 -2.7 -0.3

Summary:
**Energy**: -987.208031 a.u.
**Kohn-Sham gap**: 9.92 eV
**Spin multiplicity**: 1
**Molar mass**: 262.0 g mol⁻¹
**Structure (SMILES)**: CC(C)CCO[P@@H](=O)I

Mulliken population analysis, charges in e, atoms 1 to 6:
1. C -1.654
2. C -1.143
3. C -0.702
4. C -0.682
5. C 0.840
6. O -0.604



Record 2
C30H24Cl3F3GeIrN8O2S2 | wB97M-V/def2-TZVPD

Element x y z (Å)
Ir1 -1.473 2.779 -0.511
C1 2.009 -10.880 2.800
O1 1.772 -10.410 1.482
C2 1.480 -9.104 1.317
C3 1.245 -8.694 0.001
C4 0.939 -7.383 -0.272
C5 0.859 -6.440 0.759
C6 1.093 -6.857 2.062
C7 1.402 -8.178 2.353
C8 0.529 -5.056 0.423
N1 0.279 -4.612 -0.790
C9 0.020 -3.280 -0.637
C10 0.116 -2.899 0.678
N2 0.445 -4.051 1.354
C11 -0.098 -1.569 1.147
C12 0.027 -1.218 2.499
C13 -0.180 0.083 2.853
C14 -0.543 1.001 1.867
N3 -0.716 0.714 0.583
C15 -0.449 -0.580 0.200
C16 -0.530 -0.982 -1.201
N4 -0.807 -0.023 -2.086
C17 -0.865 -0.306 -3.370
C18 -0.677 -1.585 -3.894
C19 -0.388 -2.590 -3.000
C20 -0.301 -2.303 -1.628
H1 2.217 -11.941 2.706
H2 1.131 -10.735 3.434
H3 2.871 -10.379 3.247
H4 1.310 -9.434 -0.786
H5 0.755 -7.060 -1.287
H6 1.038 -6.161 2.891
H7 1.578 -8.470 3.377
H8 0.595 -4.160 2.340
H9 0.292 -1.963 3.238
H10 -0.089 0.429 3.872
H11 -0.721 2.024 2.151
H12 -1.153 0.565 -3.956
H13 -0.739 -1.765 -4.957
H14 -0.215 -3.609 -3.319
F1 0.161 5.257 -4.782
C21 -1.172 5.404 -4.849
F2 -1.657 4.353 -5.527
F3 -1.422 6.503 -5.570
C22 -1.781 5.507 -3.475
C23 -2.515 6.612 -3.094
C24 -3.083 6.636 -1.827
C25 -2.863 5.598 -0.950
N5 -2.120 4.539 -1.301
C26 -1.634 4.464 -2.562
S1 -0.948 2.908 -2.828
H15 -2.661 7.431 -3.785
H16 -3.692 7.466 -1.501
H17 -3.352 5.665 0.005
O2 -2.201 3.023 1.420
Cl1 -4.728 4.727 1.980
Ge1 -2.611 4.460 2.259
Cl2 -1.626 6.329 1.835
Cl3 -2.373 4.350 4.384
C27 2.337 6.733 1.773
C28 2.245 5.309 2.321
C29 1.768 4.346 1.282
N6 0.535 4.137 1.011
N7 0.376 3.244 -0.017
C30 1.496 2.741 -0.500
N8 1.572 1.788 -1.429
S2 2.869 3.424 0.287
H18 2.695 7.406 2.550
H19 1.360 7.082 1.440
H20 3.030 6.787 0.933
H21 1.550 5.256 3.161
H22 3.220 4.981 2.685
H23 0.718 1.289 -1.681
H24 2.450 1.324 -1.585

Atoms 1-3, force components in eV/Å:
0.3 -0.8 1.4
0.0 0.0 0.0
0.0 0.0 0.0

Summary:
**Energy**: -6403.974531 a.u.
**Kohn-Sham gap**: 6.09 eV
**Spin multiplicity**: 1
**Molar mass**: 1020.9 g mol⁻¹
**Net charge**: +1

Mulliken population analysis, charges in e, atoms 1 to 6:
1. Ir 1.957
2. C -0.846
3. O -0.458
4. C 1.010
5. C -0.661
6. C -0.486



Record 3
C4H9O2 | wB97M-V/def2-TZVPD

Element x y z (Å)
C1 1.020 0.691 0.948
C2 2.014 -0.159 1.642
C3 -1.171 0.369 0.193
C4 -0.464 -0.752 -1.736
O1 -0.412 0.190 1.252
O2 1.096 1.606 0.221
H1 3.085 0.199 1.322
H2 1.797 -0.194 2.677
H3 1.816 -1.184 1.127
H4 -1.060 1.300 -0.474
H5 -2.229 0.140 0.328
H6 -0.817 -0.786 -0.687
H7 0.554 -0.421 -1.772
H8 -0.425 -1.758 -2.048
H9 -0.941 -0.001 -2.335

Atoms 1-3, force components in eV/Å:
0.3 1.0 0.2
1.2 -0.8 -3.3
-0.4 3.0 1.8

Summary:
**Energy**: -307.915507 a.u.
**Kohn-Sham gap**: 10.57 eV
**Spin multiplicity**: 1
**Molar mass**: 89.1 g mol⁻¹
**Net charge**: +1

Mulliken population analysis, charges in e, atoms 1 to 6:
1. C 0.599
2. C -0.811
3. C -0.246
4. C -0.982
5. O -0.240
6. O -0.377



Record 4
C5H10N2O | wB97M-V/def2-TZVPD

Element x y z (Å)
C1 -0.192 -1.177 -0.134
C2 -0.116 1.272 -0.172
C3 -1.113 -2.277 -0.486
C4 -0.216 1.567 1.159
C5 -0.001 2.206 -1.298
N1 -0.453 -0.035 -0.559
N2 1.937 -0.873 1.018
O1 0.785 -1.649 0.656
H1 -0.898 -2.895 -1.339
H2 -2.227 -1.949 -0.733
H3 -1.239 -2.965 0.292
H4 -0.627 0.899 1.837
H5 0.021 2.560 1.500
H6 1.681 -0.495 1.908
H7 0.848 1.935 -2.045
H8 0.142 3.299 -0.970
H9 -0.990 2.130 -1.830
H10 2.657 -1.554 1.197

Atoms 1-3, force components in eV/Å:
-0.1 0.7 -0.6
-0.1 -1.6 2.6
-3.5 0.1 -1.3

Summary:
**Energy**: -381.146785 a.u.
**Kohn-Sham gap**: 8.84 eV
**Spin multiplicity**: 1
**Molar mass**: 114.1 g mol⁻¹
**Structure (SMILES)**: C=C(C)/N=C(/C)ON

Mulliken population analysis, charges in e, atoms 1 to 6:
1. C 0.724
2. C 0.818
3. C -1.118
4. C -1.173
5. C -0.984
6. N -0.378



Record 5
CH7N3O | wB97M-V/def2-TZVPD

Element x y z (Å)
C1 -0.544 -0.422 -0.767
N1 -0.289 0.606 1.276
N2 -0.940 0.486 0.143
N3 0.071 -1.583 -0.320
O1 1.842 1.233 -0.284
H1 1.437 1.130 0.599
H2 -0.553 1.470 1.743
H3 -1.536 1.242 -0.202
H4 0.410 -1.467 0.628
H5 -0.408 -2.445 -0.524
H6 -1.192 -0.515 -1.623
H7 1.702 0.267 -0.669

Atoms 1-3, force components in eV/Å:
-2.7 -0.5 1.4
-0.1 -0.2 1.2
1.3 0.0 -1.8

Summary:
**Energy**: -281.710836 a.u.
**Kohn-Sham gap (spin up / spin down)**: 8.21 / 8.21 eV
**Spin multiplicity**: 1
**Molar mass**: 77.1 g mol⁻¹

Mulliken population analysis, charges in e, atoms 1 to 6:
1. C -0.267
2. N -1.051
3. N 0.423
4. N -0.403
5. O -0.710
6. H 0.375



Record 6
C2H2ClOP | wB97M-V/def2-TZVPD

Element x y z (Å)
C1 0.615 0.339 -0.544
C2 1.614 -0.343 0.020
O1 -0.310 0.744 -1.094
P1 -2.869 -0.703 0.352
Cl1 -3.013 1.289 0.572
H1 2.666 -0.118 0.088
H2 1.297 -1.207 0.607

Atoms 1-3, force components in eV/Å:
1.9 -1.7 0.6
-1.0 0.1 0.2
-0.5 0.7 -0.3

Summary:
**Energy**: -954.091614 a.u.
**Kohn-Sham gap (spin up / spin down)**: 7.02 / 7.03 eV
**Spin multiplicity**: 1
**Molar mass**: 108.5 g mol⁻¹

Mulliken population analysis, charges in e, atoms 1 to 6:
1. C 0.709
2. C -0.870
3. O -0.306
4. P 0.115
5. Cl -0.122
6. H 0.272



Record 7
C6H8O6Rb | wB97M-V/def2-TZVPD

Element x y z (Å)
O1 2.493 1.200 0.131
C1 3.241 0.171 0.451
O2 4.451 0.229 0.404
O3 2.659 -0.958 0.830
C2 1.278 -1.088 0.953
C3 0.534 -1.450 -0.086
C4 -0.939 -1.691 0.025
C5 -1.771 -0.861 -0.902
O4 -1.589 0.670 -0.526
C6 -2.035 1.243 0.426
O5 -2.266 1.717 1.436
Rb1 7.853 2.013 -0.239
H1 1.541 1.020 0.172
H2 0.914 -0.933 1.970
H3 1.008 -1.597 -1.060
H4 -1.298 -1.608 1.060
H5 -1.167 -2.723 -0.298
H6 -2.849 -1.018 -0.818
H7 -1.431 -0.821 -1.938
O6 -5.063 3.004 -1.339
H8 -5.566 3.482 -0.653

Atoms 1-3, force components in eV/Å:
-0.9 0.8 -0.2
2.8 0.2 -0.1
-1.2 0.1 0.0

Summary:
**Energy**: -708.270573 a.u.
**Kohn-Sham gap (spin up / spin down)**: 9.42 / 9.10 eV
**Spin multiplicity**: 2
**Expectation value of S²**: 0.753
**Molar mass**: 261.6 g mol⁻¹
**Net charge**: +2

Mulliken population analysis, charges in e, atoms 1 to 6:
1. O -0.426
2. C 0.742
3. O -0.554
4. O -0.278
5. C -0.865
6. C 0.420



Record 8
C6H11NO | wB97M-V/def2-TZVPD

Element x y z (Å)
C1 1.221 0.725 -1.763
C2 -1.839 1.361 -0.408
N1 -0.597 0.588 -0.366
C3 -0.381 -0.404 0.600
C4 0.923 -0.449 1.250
C5 -1.313 -1.302 0.964
C6 1.720 -1.524 1.308
O1 0.483 1.411 -0.748
H1 1.267 0.499 1.659
H2 2.101 0.257 -1.313
H3 0.627 -0.033 -2.287
H4 1.564 1.462 -2.494
H5 -1.880 2.054 0.439
H6 -1.893 1.945 -1.333
H7 -2.724 0.719 -0.378
H8 -1.117 -2.050 1.725
H9 -2.290 -1.329 0.498
H10 1.433 -2.472 0.867
H11 2.694 -1.459 1.780

Atoms 1-3, force components in eV/Å:
0.6 0.2 -0.2
0.2 0.0 0.1
-1.0 0.1 -0.4

Summary:
**Energy**: -365.084062 a.u.
**Kohn-Sham gap**: 8.92 eV
**Spin multiplicity**: 1
**Molar mass**: 113.2 g mol⁻¹
**Structure (SMILES)**: C=CC(=C)N(C)OC

Mulliken population analysis, charges in e, atoms 1 to 6:
1. C -0.616
2. C -1.024
3. N 0.194
4. C 0.572
5. C -0.261
6. C -1.079



Record 9
C36H44F9N3O10P2Ti | wB97M-V/def2-TZVPD

Element x y z (Å)
Ti1 -0.152 -0.947 0.901
C1 -3.956 0.308 1.866
N1 -3.719 -0.688 0.846
C2 -4.684 -0.543 -0.216
C3 -3.668 -2.042 1.352
C4 -2.439 -2.408 2.235
N2 -1.445 -1.354 2.428
C5 -1.224 -0.959 3.725
C6 -0.966 0.389 4.044
F1 -0.980 1.311 3.080
C7 -0.700 0.808 5.332
F2 -0.465 2.120 5.539
C8 -0.694 -0.063 6.405
C9 -0.947 -1.387 6.115
F3 -0.908 -2.305 7.105
C10 -1.192 -1.831 4.829
F4 -1.286 -3.162 4.655
H1 -5.009 0.288 2.213
H2 -3.312 0.140 2.722
H3 -3.734 1.303 1.476
H4 -5.727 -0.605 0.154
H5 -4.552 0.429 -0.698
H6 -4.549 -1.321 -0.966
H7 -4.581 -2.277 1.937
H8 -3.685 -2.707 0.485
H9 -2.820 -2.724 3.206
H10 -1.971 -3.301 1.807
H11 -0.481 0.270 7.409
O1 -2.806 -5.799 -3.513
C11 -2.946 -4.578 -3.702
O2 -3.527 -3.955 -4.610
C12 -2.271 -3.675 -2.628
C13 -2.481 -2.300 -2.627
C14 -1.931 -1.511 -1.629
N3 -1.168 -2.041 -0.676
C15 -0.900 -3.351 -0.705
C16 -1.444 -4.207 -1.639
C17 0.130 -3.770 0.319
O3 0.528 -4.911 0.418
O4 0.554 -2.745 1.009
H12 -3.095 -1.873 -3.409
H13 -2.121 -0.450 -1.553
H14 -1.229 -5.265 -1.618
C18 3.993 -2.240 -3.708
C19 3.765 -2.240 -2.202
C20 2.685 -3.202 -1.768
O5 3.543 -0.911 -1.729
P1 2.098 -0.131 -1.745
O6 1.273 -0.657 -0.594
C21 1.279 -0.024 -3.188
P2 -0.585 1.876 -0.643
O7 -0.919 0.679 0.390
O8 -0.592 3.070 0.499
C22 -0.105 4.336 0.041
C23 -0.988 5.404 0.655
C24 1.361 4.499 0.400
O9 -2.125 2.015 -1.266
C25 -2.174 2.554 -2.599
C26 -2.963 1.608 -3.484
C27 -2.812 3.933 -2.545
O10 2.694 1.289 -1.256
C28 3.893 1.973 -1.612
C29 4.115 2.009 -3.116
C30 5.094 1.446 -0.844
H15 4.299 -3.235 -4.040
H16 4.780 -1.531 -3.976
H17 3.078 -1.955 -4.227
H18 4.698 -2.541 -1.710
H19 1.730 -2.974 -2.243
H20 2.579 -3.143 -0.691
H21 2.960 -4.225 -2.031
H22 0.593 -0.824 -3.431
H23 1.852 0.376 -4.019
H24 -0.186 4.395 -1.054
H25 -0.854 5.422 1.738
H26 -2.037 5.194 0.446
H27 -0.738 6.391 0.257
H28 1.493 4.452 1.481
H29 1.735 5.461 0.037
H30 1.954 3.703 -0.047
H31 -1.152 2.626 -2.990
H32 -3.982 1.494 -3.107
H33 -2.494 0.626 -3.518
H34 -3.013 1.987 -4.507
H35 -3.780 3.866 -2.045
H36 -2.968 4.326 -3.552
H37 -2.195 4.643 -1.994
H38 3.701 2.998 -1.272
H39 4.318 1.011 -3.499
H40 4.969 2.652 -3.348
H41 3.232 2.400 -3.622
H42 5.337 0.433 -1.156
H43 4.882 1.440 0.223
H44 5.956 2.096 -1.021
F5 1.799 1.672 1.327
C31 2.195 0.710 2.173
C32 1.467 -0.453 2.317
C33 1.941 -1.311 3.291
F6 1.319 -2.466 3.586
C34 3.076 -1.060 4.051
F7 3.494 -1.931 4.987
C35 3.782 0.111 3.853
F8 4.877 0.379 4.585
C36 3.332 1.014 2.908
F9 3.989 2.177 2.730

Atoms 1-3, force components in eV/Å:
0.3 0.8 -0.3
0.0 0.0 0.0
0.1 0.0 0.0

Summary:
**Energy**: -4746.184802 a.u.
**Kohn-Sham gap**: 6.45 eV
**Spin multiplicity**: 1
**Molar mass**: 959.6 g mol⁻¹
**Net charge**: -2

Mulliken population analysis, charges in e, atoms 1 to 6:
1. Ti -0.889
2. C -0.960
3. N 1.232
4. C -1.149
5. C -1.341
6. C -1.031



Record 10
C2H3Cl2FS | wB97M-V/def2-TZVPD

Element x y z (Å)
C1 -1.710 1.501 0.385
C2 2.665 -2.837 -0.064
F1 1.350 -3.086 0.154
S1 0.130 1.555 0.610
Cl1 0.601 0.192 -0.761
Cl2 2.857 -1.910 -1.438
H1 -1.963 0.485 0.573
H2 -1.927 1.906 -0.575
H3 -2.002 2.193 1.116

Atoms 1-3, force components in eV/Å:
2.5 0.1 -0.1
-2.3 0.2 -0.5
1.3 -0.4 0.8

Summary:
**Energy**: -1496.259567 a.u.
**Kohn-Sham gap (spin up / spin down)**: 8.91 / 6.71 eV
**Spin multiplicity**: 3
**Expectation value of S²**: 2.005
**Molar mass**: 149.0 g mol⁻¹

Mulliken population analysis, charges in e, atoms 1 to 6:
1. C -0.820
2. C 0.206
3. F -0.151
4. S 0.014
5. Cl -0.113
6. Cl -0.054



Record 11
C4H8O3PS | wB97M-V/def2-TZVPD

Element x y z (Å)
C1 0.256 -0.598 0.519
C2 0.042 0.552 -0.415
C3 -0.151 -1.921 -0.137
C4 0.221 1.923 0.071
O1 4.033 -0.874 0.626
O2 2.932 1.447 0.738
O3 1.554 -0.709 1.022
P1 2.896 0.010 0.313
S1 2.352 -0.064 -1.733
H1 -0.389 -0.432 1.409
H2 -0.522 0.356 -1.315
H3 -1.177 -1.868 -0.498
H4 -0.068 -2.724 0.591
H5 0.523 -2.116 -0.965
H6 -0.012 2.665 -0.687
H7 1.281 2.035 0.383
H8 -0.371 2.098 0.973

Atoms 1-3, force components in eV/Å:
-0.3 -0.6 -0.1
2.1 -0.3 -0.9
0.1 0.3 0.3

Summary:
**Energy**: -1122.580085 a.u.
**Kohn-Sham gap (spin up / spin down)**: 7.08 / 7.03 eV
**Spin multiplicity**: 1
**Molar mass**: 167.1 g mol⁻¹
**Net charge**: -1

Mulliken population analysis, charges in e, atoms 1 to 6:
1. C 0.545
2. C -0.544
3. C -1.406
4. C -0.969
5. O -0.749
6. O -0.774



Record 12
C4H7NO | wB97M-V/def2-TZVPD

Element x y z (Å)
C1 -1.789 -0.058 0.051
C2 -0.344 0.005 0.466
N1 0.676 -0.662 -0.459
C3 1.757 0.242 0.077
C4 0.546 1.183 -0.002
O1 0.353 1.150 -1.246
H1 -2.168 -1.083 0.144
H2 -1.911 0.278 -0.980
H3 -2.390 0.582 0.707
H4 -0.194 -0.347 1.499
H5 0.779 -1.651 -0.657
H6 2.542 0.460 -0.644
H7 2.143 -0.100 1.044

Atoms 1-3, force components in eV/Å:
0.0 0.0 0.0
-0.4 -0.7 -0.1
0.3 -2.0 0.7

Summary:
**Energy**: -286.409915 a.u.
**Kohn-Sham gap (spin up / spin down)**: 8.39 / 8.39 eV
**Spin multiplicity**: 1
**Molar mass**: 85.1 g mol⁻¹

Mulliken population analysis, charges in e, atoms 1 to 6:
1. C -1.343
2. C 0.238
3. N -0.433
4. C -0.478
5. C 0.301
6. O -0.315



Question: What is the formula in the third record?
Answer: C4H9O2